Formula: C3H5N4
Source: the Open Molecules 2025 dataset
Level of theory: the ωB97M-V functional and the def2-TZVPD basis

Geometry as XYZ:
```
12
Properties=species:S:1:pos:R:3:forces:R:3:nbo_charge:R:1
C -0.1532 0.5632 0.7725 0.905 -3.967 -2.983 -0.28
C 0.3163 -0.5615 0.2667 -0.643 5.064 1.596 0.52
C 0.9248 -1.7797 0.1442 1.046 -1.573 -0.905 -0.81
N -0.1506 1.1437 -2.0759 0.718 -0.898 -1.366 0.10
N -1.5395 2.2988 0.1060 -3.916 3.266 0.430 -0.12
N -0.6314 1.6285 -0.0831 3.880 -1.281 -1.315 0.01
N 0.3589 0.1633 -2.0458 -0.395 0.483 0.502 -0.04
H -0.3087 0.7968 1.7619 0.039 0.050 2.329 0.31
H 0.6716 -2.2677 1.0659 -0.392 -1.188 0.348 0.32
H 0.6431 -2.2488 -0.7849 -1.257 -0.860 -0.093 0.34
H 1.9853 -1.8843 -0.0465 0.703 1.089 0.532 0.31
H -2.1167 2.1478 0.9189 -0.687 -0.185 0.926 0.34
```
Positions in Å, forces in eV/Å.

Summary:
orbital gap (spin up / spin down) = 0.268 / 0.269 hartree
highest occupied orbital energy (spin up / spin down) = -14.225 / -14.245 eV
spin multiplicity = 1
total charge = +1


Formula: C10H20Br2O4S2
Source: the Open Molecules 2025 dataset
Level of theory: the ωB97M-V functional and the def2-TZVPD basis

Geometry as XYZ:
```
38
Properties=species:S:1:pos:R:3:forces:R:3:nbo_charge:R:1
O 31.4225 -40.3071 -13.3372 -1.106 -2.451 0.457 -0.91
S 30.9431 -41.4942 -12.5832 2.337 -0.300 1.916 2.04
O 31.8178 -42.6731 -12.2972 -1.636 2.018 -1.433 -0.92
C 30.5885 -40.8280 -10.8787 -1.583 -1.076 0.049 -0.62
C 29.0428 -40.8632 -10.7628 -0.285 1.138 -1.720 -0.41
C 28.5372 -42.0154 -11.6160 -0.137 -1.146 0.617 -0.42
C 29.1986 -42.0141 -13.0157 -0.085 1.001 1.018 -0.61
H 31.0685 -39.8541 -10.7832 -0.098 -0.235 -0.006 0.25
H 30.9214 -41.5845 -10.1680 0.725 0.187 -0.229 0.24
H 28.5144 -40.8012 -9.8115 0.756 -0.260 0.326 0.23
H 28.6730 -39.9996 -11.3155 -0.055 0.487 0.121 0.20
H 27.4560 -42.1330 -11.5421 -0.341 0.899 -0.944 0.24
H 28.7123 -42.9733 -11.1263 1.063 -0.256 -0.010 0.21
H 28.9433 -41.1583 -13.6406 -0.545 -0.068 0.018 0.24
H 28.9609 -42.9546 -13.5128 0.983 0.075 -0.176 0.26
O 30.0357 -37.3192 -20.2862 1.707 1.384 -1.517 -0.92
S 31.2454 -36.6478 -20.8282 -0.557 -2.025 0.859 2.10
O 31.9757 -35.7855 -19.9246 -0.341 0.364 -0.592 -0.94
C 32.4189 -37.9239 -21.4046 -0.447 -0.519 -0.521 -0.66
C 32.8237 -37.5744 -22.8506 0.363 0.752 1.608 -0.40
C 31.6187 -36.9104 -23.5125 -0.084 -0.679 -0.108 -0.42
C 31.0432 -35.8905 -22.5185 0.370 0.092 0.782 -0.63
H 31.8908 -38.8764 -21.4468 -0.260 0.072 0.314 0.24
H 33.2301 -38.0175 -20.6826 -0.065 0.268 -0.090 0.25
H 33.6025 -36.8159 -22.7709 0.312 -0.064 -0.236 0.20
H 33.2307 -38.4572 -23.3436 -0.212 0.180 -0.219 0.23
H 30.9172 -37.7043 -23.7687 -0.355 0.213 -0.011 0.22
H 31.9971 -36.4856 -24.4423 -0.489 0.395 0.008 0.23
H 30.0247 -35.5103 -22.5976 -0.023 -0.462 -0.304 0.26
H 31.6969 -35.0199 -22.4658 0.076 0.033 0.039 0.24
Br 27.1501 -34.2765 -12.8566 0.811 -0.116 -0.905 -0.06
C 28.7999 -34.4899 -14.0076 -0.199 0.479 1.389 -0.41
C 29.9998 -33.8633 -13.2833 -0.171 -0.163 -0.825 -0.43
Br 29.9510 -31.8510 -13.3548 0.159 -1.511 0.098 -0.02
H 28.6505 -34.0434 -14.9907 -0.274 0.070 0.297 0.23
H 28.9402 -35.5654 -14.1158 -0.030 0.103 0.127 0.23
H 30.8543 -34.2643 -13.8284 0.327 0.740 -0.243 0.23
H 30.1790 -34.2025 -12.2630 -0.611 0.382 0.049 0.23
```
Positions in Å, forces in eV/Å.

Summary:
orbital gap = 0.385 hartree
highest occupied orbital energy = -10.038 eV
spin multiplicity = 1


Formula: C24H14Br4N2O2PS2V
Source: the Open Molecules 2025 dataset
Level of theory: the ωB97M-V functional and the def2-TZVPD basis

Geometry as XYZ:
```
50
Properties=species:S:1:pos:R:3:forces:R:3:nbo_charge:R:1
V -0.1855 0.7176 -0.2308 -2.811 1.137 -0.116 1.04
Br -2.8552 -5.1011 2.1482 -0.044 -0.083 -0.004 0.10
C -2.1708 -3.3569 1.9608 0.014 0.028 0.296 -0.14
C -2.0357 -2.5382 3.0830 -0.126 -0.236 -0.067 -0.18
Br -2.5283 -3.1884 4.7759 -0.042 0.018 0.216 0.09
C -1.5353 -1.2438 2.9540 0.108 0.210 -0.207 -0.16
Br -1.3735 -0.0942 4.4416 0.088 0.101 -0.161 0.08
C -1.1421 -0.7831 1.7051 -0.921 -2.370 0.263 0.24
O -0.6337 0.3920 1.4401 0.482 1.355 1.634 -0.65
C -1.2552 -1.6198 0.5550 -0.611 -0.641 1.757 0.26
O -0.8434 -1.0846 -0.5344 0.303 0.033 -1.567 -0.71
C -1.7897 -2.9057 0.7041 0.120 0.260 -0.176 -0.17
Br -1.9781 -3.9851 -0.8284 0.120 0.182 -0.123 0.08
S -1.9424 1.6732 -1.3731 -0.241 0.361 -0.424 -0.37
P -0.9152 3.3629 -0.9207 -0.498 0.717 -0.220 1.16
S 0.8025 2.9435 0.0006 0.134 0.397 0.074 -0.48
C -1.9206 4.4667 0.1166 0.299 -0.245 -0.276 -0.32
C -1.8389 4.3677 1.4994 0.064 -0.078 -0.022 -0.20
C -2.5742 5.2373 2.2845 -0.036 -0.001 0.047 -0.20
C -3.3790 6.1979 1.6902 -0.065 -0.008 -0.009 -0.19
C -3.4683 6.2803 0.3086 -0.109 0.078 -0.002 -0.20
C -2.7424 5.4118 -0.4846 0.026 -0.103 0.027 -0.22
C -0.6094 4.3128 -2.4377 -0.086 -0.254 0.365 -0.31
C 0.3680 5.2981 -2.3949 -0.028 -0.044 -0.027 -0.21
C 0.5836 6.0876 -3.5087 0.038 0.055 0.000 -0.21
C -0.1790 5.8944 -4.6519 -0.011 -0.001 -0.026 -0.19
C -1.1585 4.9140 -4.6851 -0.012 0.057 -0.129 -0.20
C -1.3739 4.1125 -3.5784 0.029 -0.029 0.130 -0.22
H -1.1957 3.6182 1.9474 -0.033 0.056 0.020 0.24
H -2.5156 5.1649 3.3600 -0.007 0.011 0.089 0.22
H -3.9507 6.8778 2.3051 -0.014 0.053 0.048 0.22
H -4.1018 7.0213 -0.1573 -0.050 0.058 0.021 0.22
H -2.8101 5.4615 -1.5628 -0.004 0.099 -0.027 0.22
H 0.9530 5.4219 -1.4930 0.064 0.090 -0.015 0.23
H 1.3429 6.8542 -3.4831 0.075 0.069 -0.031 0.22
H -0.0045 6.5075 -5.5232 0.000 0.074 -0.068 0.22
H -1.7606 4.7744 -5.5708 0.002 -0.014 -0.092 0.22
H -2.1247 3.3343 -3.5916 -0.041 -0.013 -0.036 0.24
N 6.5141 -0.1272 -2.5582 0.129 -0.035 -0.033 -0.23
C 5.4421 -0.1170 -2.1502 0.725 -0.056 -0.289 0.25
C 4.1191 -0.0663 -1.6608 -1.565 0.074 0.521 -0.10
C 3.0271 -0.0581 -2.5412 0.609 0.018 0.192 -0.17
C 1.7597 0.0802 -2.0267 -0.279 -0.225 -0.136 0.06
N 1.5226 0.1938 -0.7138 3.849 -1.182 -1.154 -0.46
C 2.5546 0.1287 0.1375 -0.054 0.085 0.284 0.08
C 3.8575 0.0056 -0.2856 0.243 -0.084 -0.483 -0.18
H 3.1858 -0.1559 -3.6029 -0.049 0.055 -0.087 0.25
H 0.8812 0.0912 -2.6706 0.155 0.010 0.051 0.24
H 2.3055 0.2292 1.1902 0.054 -0.043 -0.109 0.24
H 4.6677 -0.0176 0.4256 0.009 0.005 0.082 0.25
```
Positions in Å, forces in eV/Å.

Summary:
orbital gap (spin up / spin down) = 0.215 / 0.211 hartree
highest occupied orbital energy (spin up / spin down) = -7.448 / -7.523 eV
spin multiplicity = 3


Formula: C5H8ClN3
Source: the Open Molecules 2025 dataset
Level of theory: the ωB97M-V functional and the def2-TZVPD basis

Geometry as XYZ:
```
17
Properties=species:S:1:pos:R:3:forces:R:3:nbo_charge:R:1
H 1.4981 -1.3551 1.7924 -0.162 -0.014 -0.369 0.37
N 0.5395 -1.5234 1.4691 -0.712 -0.089 0.412 -0.58
C 0.2187 -0.8122 0.4927 1.561 0.679 -2.294 0.28
C -1.0908 -0.7282 -0.2508 1.494 -0.625 -1.209 -0.49
C -1.6710 0.5971 0.0000 0.291 1.896 1.744 -0.48
C -0.5810 1.6914 0.0789 -2.944 -0.273 1.007 0.17
N 0.6446 1.5657 -0.0239 2.220 -0.643 -0.576 -0.43
C 1.1748 0.1938 -0.2673 1.089 2.046 2.200 0.27
N 1.5111 -0.0426 -1.5907 -2.599 -1.392 -0.577 -0.84
Cl 2.8587 0.1706 0.5918 -0.203 0.184 0.682 -0.18
H -0.8931 -0.7528 -1.3165 0.427 -0.455 -0.304 0.23
H -1.6435 -1.5858 -0.0217 -1.394 -0.989 0.558 0.24
H -2.1112 0.4669 1.0016 -0.292 0.951 -0.161 0.23
H -2.3712 1.0840 -0.6767 -0.502 -0.885 -0.215 0.23
H -1.0539 2.6655 0.3433 0.786 -0.296 -0.403 0.18
H 2.2984 0.3455 -2.0581 0.519 0.607 0.420 0.41
H 1.4803 -1.0374 -1.6503 0.422 -0.701 -0.915 0.37
```
Positions in Å, forces in eV/Å.

Summary:
orbital gap = 0.375 hartree
highest occupied orbital energy = -9.359 eV
spin multiplicity = 1